Computed, not measured: a structure of composition C38H49BFN10O2ReS, with ωB97M-V/def2-TZVPD.

- Max |F|: 0.644 eV/Å
- Electronic energy: -75558.1189 eV
- Total charge: +1
- Spin multiplicity: 4

```
103
Properties=species:S:1:pos:R:3:forces:R:3
Re 0.091 0.465 -0.139 0.03 -0.17 -0.41
C -4.735 2.475 1.223 0.05 -0.02 -0.01
C -3.406 2.550 0.549 -0.06 0.04 0.05
C -2.883 3.569 -0.214 -0.04 0.07 -0.10
C -1.609 3.175 -0.627 -0.03 0.05 0.02
N -1.377 1.949 -0.104 0.09 -0.10 0.14
N -2.485 1.583 0.612 0.02 -0.08 -0.05
B -2.520 0.299 1.449 0.03 0.09 0.01
N -1.343 0.329 2.448 0.04 -0.20 -0.13
N -0.041 0.435 2.030 -0.11 0.33 0.10
C 0.719 0.608 3.147 -0.04 -0.11 -0.08
C -0.129 0.540 4.254 0.00 0.14 0.08
C -1.414 0.384 3.778 -0.06 0.00 0.09
C -2.692 0.311 4.549 0.05 0.00 -0.03
C 2.227 0.837 3.285 -0.04 -0.08 -0.02
C 2.698 2.162 2.663 -0.06 0.02 -0.03
C 3.033 -0.317 2.679 -0.03 0.02 0.01
C 2.562 0.893 4.782 0.02 -0.02 0.06
N -2.421 -0.934 0.540 -0.07 0.10 -0.13
N -1.439 -1.075 -0.406 -0.05 0.00 -0.01
C -1.711 -2.219 -1.083 -0.03 0.05 -0.01
C -2.880 -2.770 -0.550 -0.02 -0.13 -0.07
C -3.302 -1.937 0.459 -0.05 -0.03 0.08
C -4.503 -2.068 1.340 0.05 0.00 -0.05
C -1.042 -2.886 -2.290 -0.05 0.08 0.06
C -1.126 -4.411 -2.098 0.01 -0.07 -0.05
C -1.878 -2.524 -3.534 0.00 -0.01 0.07
C 0.436 -2.574 -2.536 -0.03 0.01 0.04
C -0.783 4.094 -1.531 0.02 -0.04 0.10
C -1.594 4.318 -2.822 -0.06 -0.05 -0.01
C 0.627 3.639 -1.906 0.03 0.04 -0.06
C -0.638 5.441 -0.794 0.03 0.02 -0.03
H -5.286 3.392 1.027 -0.01 -0.01 0.00
H -4.631 2.360 2.303 0.00 0.01 -0.03
H -5.325 1.635 0.852 0.04 0.02 -0.01
H -3.382 4.490 -0.463 0.04 -0.04 0.02
H -3.545 0.250 2.056 0.11 0.01 -0.05
H 0.143 0.631 5.290 -0.01 -0.02 -0.06
H -2.468 0.317 5.613 0.00 0.00 0.01
H -3.253 -0.596 4.319 0.03 0.02 0.00
H -3.337 1.164 4.331 0.03 -0.02 0.00
H 2.785 2.098 1.583 -0.02 0.00 0.07
H 3.680 2.412 3.073 -0.04 -0.01 0.00
H 2.014 2.981 2.895 0.03 -0.03 0.04
H 2.998 -0.272 1.597 -0.01 -0.02 -0.13
H 2.665 -1.292 3.012 0.02 0.03 0.01
H 4.078 -0.223 2.980 -0.03 0.00 -0.02
H 2.048 1.717 5.283 0.06 -0.03 -0.03
H 3.635 1.058 4.888 -0.01 0.00 0.01
H 2.317 -0.040 5.294 -0.01 0.04 -0.02
H -3.376 -3.671 -0.872 0.03 0.08 0.03
H -5.000 -3.010 1.124 -0.01 -0.01 0.00
H -5.215 -1.259 1.171 0.03 -0.01 -0.01
H -4.230 -2.056 2.395 0.00 -0.01 -0.01
H -2.148 -4.786 -2.167 0.06 0.01 0.02
H -0.707 -4.715 -1.135 0.00 0.02 -0.04
H -0.549 -4.897 -2.888 -0.04 0.01 0.03
H -2.900 -2.891 -3.424 0.02 0.03 -0.01
H -1.439 -2.998 -4.416 -0.03 0.03 0.03
H -1.936 -1.450 -3.698 0.06 0.05 -0.01
H 1.059 -3.163 -1.864 0.01 0.02 0.00
H 0.692 -1.526 -2.434 -0.03 0.12 -0.02
H 0.689 -2.882 -3.553 -0.01 0.00 0.03
H -1.813 3.377 -3.332 0.05 0.10 0.05
H -1.029 4.964 -3.497 -0.02 0.00 0.04
H -2.548 4.805 -2.610 0.05 -0.02 -0.02
H 0.647 2.638 -2.331 0.04 0.25 0.06
H 1.295 3.667 -1.047 -0.07 0.04 -0.10
H 1.008 4.332 -2.658 -0.01 0.03 0.01
H -1.594 5.952 -0.673 0.01 -0.05 0.02
H 0.019 6.095 -1.373 -0.05 -0.02 0.02
H -0.193 5.300 0.194 0.01 0.00 -0.04
S 6.095 -4.813 -0.850 0.29 -0.23 -0.03
N 5.982 -3.316 -1.435 -0.07 -0.10 0.06
C 4.817 -2.847 -1.028 -0.20 0.22 0.03
C 4.286 -1.521 -1.311 0.12 -0.18 -0.08
C 4.954 -0.546 -2.052 0.11 -0.05 0.01
C 4.348 0.676 -2.238 -0.03 0.04 -0.03
C 3.084 0.897 -1.691 -0.01 -0.09 -0.02
N 2.442 -0.031 -0.997 0.09 0.07 -0.07
C 3.028 -1.212 -0.807 -0.08 0.06 0.06
C 2.275 -2.155 0.013 -0.06 0.13 0.07
N 1.097 -1.721 0.479 -0.04 0.12 0.02
C 0.396 -2.525 1.269 0.05 -0.01 0.08
C 0.819 -3.807 1.608 -0.05 0.04 0.02
C 2.022 -4.263 1.118 0.07 -0.11 0.00
C 2.779 -3.417 0.309 0.14 -0.14 0.03
C 4.078 -3.771 -0.241 -0.20 0.19 0.06
N 4.695 -4.926 -0.063 0.06 0.09 -0.10
H 5.935 -0.767 -2.454 -0.04 0.03 -0.01
H 4.834 1.463 -2.799 -0.02 -0.03 0.03
H 2.573 1.843 -1.816 0.03 -0.03 0.02
H -0.533 -2.133 1.664 0.01 -0.04 -0.05
H 0.201 -4.422 2.249 0.03 0.03 -0.02
H 2.397 -5.253 1.350 -0.02 0.04 0.00
F 1.248 1.947 0.186 0.12 -0.07 0.10
C -0.437 0.948 -4.414 0.08 -0.06 0.01
C -0.890 0.868 -2.979 0.27 -0.10 -0.10
O -2.034 1.037 -2.640 -0.04 -0.23 0.14
O 0.136 0.611 -2.150 -0.56 -0.17 0.27
H -1.293 1.097 -5.066 0.01 0.00 0.01
H 0.092 0.033 -4.685 -0.01 0.03 -0.01
H 0.264 1.778 -4.527 -0.01 -0.01 -0.01
```
Forces are in eV/Å.